Record 1
68
Properties=species:S:1:pos:R:3:lowdin_charge:R:1 method="wB97M-V/def2-TZVPD" spin_multiplicity=3 max_force_ev_per_a=2.46 homo_energy_ev="2.83 / -0.52" total_charge=-2 total_energy_ev=-77161.2334 homo_lumo_gap_ev="1.857 / 5.165"
Ni 0.26 -0.06 0.90 0.3373
N 0.37 -2.61 3.54 0.0602
N 0.14 -2.20 -0.11 -0.0917
C 0.90 1.89 0.53 -0.2861
C 2.03 1.07 0.88 -0.2621
C 1.77 0.49 2.17 -0.3038
C 2.67 -0.36 2.98 -0.0642
H 3.56 -0.65 2.41 0.0637
H 2.14 -1.27 3.31 0.0431
H 2.99 0.17 3.89 0.0725
C 0.51 0.99 2.64 -0.2904
C -0.02 0.79 4.02 -0.0541
H 0.51 1.43 4.73 0.0709
H 0.11 -0.26 4.32 0.0558
H -1.08 1.03 4.06 0.0559
C -0.03 1.86 1.63 -0.2849
C -1.19 2.77 1.80 -0.0674
H -1.91 2.34 2.50 0.0541
H -1.70 2.93 0.84 0.0606
H -0.88 3.75 2.18 0.0737
C 3.28 0.94 0.09 -0.0576
H 4.01 1.72 0.36 0.0707
H 3.09 1.05 -0.99 0.0582
H 3.76 -0.03 0.26 0.0643
C 0.80 2.76 -0.67 -0.0497
H -0.25 2.99 -0.89 0.0642
H 1.21 2.26 -1.55 0.0652
H 1.33 3.71 -0.53 0.0721
C -0.19 -3.34 4.52 -0.1829
H 0.30 -3.29 5.50 0.0882
C -1.35 -4.11 4.33 -0.1499
H -1.80 -4.61 5.19 0.0637
C -1.94 -4.14 3.07 -0.1248
H -2.85 -4.70 2.87 0.0878
C -1.33 -3.43 2.04 -0.0548
H -1.71 -3.43 1.02 0.1023
C -0.15 -2.71 2.31 -0.2849
C 0.60 -2.03 1.24 -0.1803
H 1.69 -2.09 1.36 0.1101
C -0.24 -0.97 -0.61 -0.1103
C 0.43 -3.07 -1.16 -0.0531
H 0.71 -4.10 -1.01 0.1022
C 0.21 -2.39 -2.30 -0.0768
H 0.31 -2.69 -3.32 0.0972
N -0.17 -1.08 -1.95 -0.0065
C -0.37 0.01 -2.85 -0.1377
C 0.63 0.33 -3.78 -0.2137
C 0.41 1.44 -4.61 -0.0946
H 1.18 1.71 -5.34 0.0690
C -0.75 2.21 -4.51 -0.2819
C -1.00 3.33 -5.48 -0.4030
H -1.55 4.14 -4.99 0.0186
H -1.59 3.01 -6.35 0.0157
H -0.04 3.73 -5.86 0.0047
C -1.71 1.87 -3.55 -0.0611
H -2.61 2.47 -3.47 0.0846
C -1.53 0.78 -2.70 -0.2080
C -2.56 0.43 -1.69 -0.0657
H -2.80 -0.64 -1.69 0.0865
H -3.48 0.98 -1.92 0.0638
H -2.26 0.72 -0.67 0.0617
C 1.91 -0.43 -3.86 -0.0870
H 1.76 -1.44 -4.28 0.0606
H 2.41 -0.52 -2.89 0.0802
H 2.59 0.10 -4.53 0.0581
O -3.13 -0.79 1.91 -0.0883
H -2.90 -0.83 2.86 0.0402
H -3.56 0.09 1.83 0.0396



Record 2
71
Properties=species:S:1:pos:R:3:lowdin_charge:R:1 method="wB97M-V/def2-TZVPD" spin_multiplicity=3 max_force_ev_per_a=0.18 homo_energy_ev="1.65 / -1.69" total_charge=-2 total_energy_ev=-60128.8207 homo_lumo_gap_ev="2.950 / 6.213"
Pt -0.04 -0.58 -0.01 0.7795
C -2.78 -0.21 2.60 -0.1716
Si -1.09 -0.38 3.36 0.3689
C -1.11 -1.99 4.37 -0.1814
C -0.94 1.04 4.60 -0.1791
N 0.17 -0.35 2.19 -0.1814
C 1.45 -0.08 2.50 -0.3261
C 2.02 -0.20 3.80 -0.0653
C 3.30 0.22 4.10 -0.1322
C 4.12 0.77 3.12 -0.1389
C 3.63 0.85 1.82 -0.0570
C 2.38 0.38 1.52 -0.1901
O 1.84 0.47 0.24 -0.1191
C 2.52 0.23 -0.95 -0.2208
C 3.78 -0.26 -1.06 -0.0449
C 4.33 -0.47 -2.35 -0.1004
C 3.58 -0.14 -3.50 -0.1410
C 2.31 0.33 -3.40 -0.0541
C 1.59 0.44 -2.09 -0.3106
H -3.53 -0.09 3.39 0.0322
H -3.04 -1.10 2.02 -0.0065
H -2.83 0.64 1.93 0.0341
H -1.97 -2.01 5.04 0.0159
H -0.20 -2.13 4.97 0.0045
H -1.19 -2.84 3.68 0.0186
H -1.76 1.01 5.31 0.0167
H -1.01 1.99 4.05 0.0303
H 0.00 1.06 5.16 0.0050
H 1.40 -0.62 4.58 0.0712
H 3.67 0.11 5.12 0.0866
H 5.12 1.12 3.36 0.0774
H 4.23 1.29 1.04 0.1074
H 4.36 -0.51 -0.18 0.1002
H 5.33 -0.86 -2.44 0.0778
H 4.03 -0.27 -4.48 0.0837
H 1.73 0.56 -4.29 0.1041
H 1.10 1.41 -1.99 0.1487
C -6.53 -0.91 -1.20 -0.0911
C -5.76 -1.20 0.08 -0.2532
N -4.46 -1.78 -0.15 -0.1768
C -4.39 -3.23 -0.14 -0.3080
C -4.13 -3.81 1.25 -0.1044
C -3.38 -0.93 -0.47 -0.6788
S -1.85 -1.85 -0.54 0.6011
N -3.69 0.30 -0.61 0.0878
C -2.93 1.38 -1.05 -0.4958
O -1.86 1.29 -1.69 -0.0861
C -3.55 2.66 -0.79 -0.1791
C -2.89 3.86 -1.20 -0.0715
C -3.45 5.10 -0.99 -0.1636
C -4.69 5.25 -0.36 -0.1823
C -5.36 4.08 0.05 -0.1665
C -4.81 2.83 -0.14 -0.0791
H -7.52 -0.48 -0.98 0.0599
H -6.67 -1.82 -1.79 0.0580
H -5.97 -0.19 -1.80 0.0662
H -6.32 -1.90 0.71 0.1039
H -5.63 -0.27 0.64 0.0950
H -3.62 -3.57 -0.83 0.0598
H -5.35 -3.61 -0.52 0.1040
H -3.14 -3.50 1.59 0.0417
H -4.18 -4.90 1.23 0.0598
H -4.87 -3.45 1.96 0.0632
H -1.93 3.75 -1.69 0.0857
H -2.90 5.98 -1.32 0.0739
H -5.12 6.23 -0.20 0.0545
H -6.32 4.16 0.55 0.0723
H -5.35 1.95 0.19 0.0716
C 0.43 -0.61 -1.97 -0.3360
H 0.82 -1.59 -2.28 0.0475
H -0.39 -0.31 -2.61 0.0242